ORCA calculation (ωB97M-V with the def2-TZVPD basis set) on a structure of composition C31H47ClN6OPS2SeW.

Atoms and positions in Å:
W: -0.8401 -0.3765 0.2169
N: 1.6669 -3.4005 -0.0769
C: 1.9316 -3.4100 1.3615
C: 1.8106 -2.0365 1.9756
N: 0.4655 -1.4152 1.8536
H: 1.8325 -4.3187 -0.4718
H: 2.3052 -2.7638 -0.5470
H: 2.9387 -3.7636 1.6124
H: 1.2284 -4.0956 1.8452
H: 2.5630 -1.3661 1.5637
H: 2.0114 -2.1370 3.0458
H: 0.4197 -0.6519 2.5339
H: -0.2079 -2.0746 2.2577
C: 1.9601 3.2125 2.2115
C: 1.5953 1.8207 1.6930
C: 2.7238 1.0500 1.0463
C: 3.9892 1.1586 1.6079
C: 5.0793 0.4876 1.0818
C: 4.8935 -0.3188 -0.0208
C: 3.6394 -0.4907 -0.6049
C: 3.6015 -1.5121 -1.7317
C: 4.2977 -1.0354 -3.0075
C: 2.5453 0.2169 -0.0718
N: 1.2362 -0.0263 -0.6246
C: 1.1570 -0.0531 -1.9333
C: 0.0458 -0.6417 -2.5431
C: -0.3282 -0.8648 -3.8714
C: -1.4636 -1.6679 -3.8203
C: -1.7446 -1.8941 -2.4660
N: -0.8282 -1.2981 -1.6875
H: 2.4643 3.8099 1.4533
H: 1.0572 3.7362 2.5254
H: 2.6135 3.1621 3.0802
H: 0.7592 1.9055 0.9923
H: 1.2159 1.2490 2.5450
H: 4.1239 1.7941 2.4709
H: 6.0573 0.5885 1.5307
H: 5.7309 -0.8727 -0.4268
H: 2.5874 -1.8237 -1.9842
H: 4.1123 -2.4101 -1.3720
H: 3.7563 -0.2142 -3.4812
H: 4.3717 -1.8466 -3.7304
H: 5.3048 -0.6778 -2.7971
H: 1.9416 0.3857 -2.5438
H: 0.1744 -0.4897 -4.7479
H: -2.0310 -2.0508 -4.6508
H: -2.5705 -2.4489 -2.0474
Cl: -5.5297 -3.0737 2.3414
C: -3.9787 -3.2524 1.6199
C: -3.4695 -4.4979 1.3015
C: -2.1980 -4.5613 0.7536
C: -1.4899 -3.3967 0.5352
N: -1.9972 -2.1892 0.8485
C: -3.2245 -2.1210 1.3794
H: -4.0517 -5.3896 1.4860
H: -1.7518 -5.5088 0.4898
H: -0.4912 -3.4038 0.1036
H: -3.6120 -1.1445 1.6324
Se: -5.3583 -0.5261 -1.4936
C: -3.8063 -0.1835 -0.7889
N: -2.7546 0.0542 -0.3086
C: 1.4842 3.4353 -1.1760
C: 0.2952 2.9053 -1.9618
P: -1.0437 2.0320 -1.0624
C: -1.6811 3.2729 0.1179
C: -2.0024 4.6527 -0.4511
C: -2.3239 1.9089 -2.3913
C: -2.2161 2.8351 -3.6023
H: 2.1945 3.9058 -1.8565
H: 2.0160 2.6606 -0.6310
H: 1.1671 4.1971 -0.4632
H: 0.6068 2.2598 -2.7854
H: -0.2205 3.7431 -2.4303
H: -0.9590 3.3483 0.9356
H: -2.5724 2.8190 0.5586
H: -1.1338 5.1308 -0.9027
H: -2.3506 5.3032 0.3506
H: -2.7940 4.6065 -1.1971
H: -3.2851 2.0557 -1.8988
H: -2.3164 0.8744 -2.7409
H: -2.2356 3.8906 -3.3374
H: -3.0702 2.6466 -4.2530
H: -1.3178 2.6482 -4.1887
C: -3.9014 -0.2313 5.2870
O: -3.2542 0.3700 4.1526
C: -2.2206 -0.2440 3.6013
S: -1.6246 -1.6885 4.1354
S: -1.5329 0.8165 2.3813
H: -4.2919 -1.2110 5.0171
H: -4.7020 0.4558 5.5406
H: -3.1944 -0.3348 6.1079

Computed properties:
2S+1 ... 3
Frontier orbital gap (spin up / spin down) ... 0.272 / 0.260 Eh
Charge ... +1
Relative energy (zero: lowest compared OMol25 entry of this formula, charge and spin) ... 6.6 kcal/mol
<S²> ... 2.02
Molar mass ... 913.12 g/mol



ORCA calculation (ωB97M-V with the def2-TZVPD basis set) on a cluster of 2 separate species, C10H20 in total.

Atoms and positions in Å:
C: 0.5741 1.6779 1.2865
C: 1.7446 1.7338 0.3499
C: 2.7203 0.6332 0.8319
C: 1.8079 -0.3494 1.6106
C: 0.6477 0.4843 2.2069
H: 0.3260 2.5007 2.1020
H: -0.4558 1.8737 0.7843
H: 2.0774 2.6230 0.1746
H: 1.2263 1.0925 -0.4781
H: 3.5927 0.9241 1.6401
H: 3.0279 0.2323 -0.3570
H: 2.4253 -0.9306 2.1958
H: 1.5667 -1.0522 0.7019
H: 0.7055 0.7242 3.2366
H: -0.3210 -0.0123 2.0971
C: -1.3264 -1.8783 -0.3346
C: -2.2369 -0.5637 -0.2565
C: -1.7025 0.4415 -1.5077
C: -1.1209 -0.5554 -2.4997
C: -0.5070 -1.6817 -1.5397
H: -0.7915 -2.1619 0.5251
H: -2.1564 -2.7111 -0.3044
H: -2.6702 0.1537 0.6660
H: -3.2313 -0.7317 -0.6658
H: -1.1709 1.3510 -1.0976
H: -2.5179 1.0157 -1.8375
H: -0.3574 0.0588 -3.0944
H: -1.9749 -0.8660 -3.1136
H: 0.5184 -1.4774 -1.1762
H: -0.4199 -2.5487 -2.1465

Computed properties:
Frontier orbital gap ... 0.399 Eh
SMILES string ... C1CCCC1.C1CCCC1
Relative energy (zero: lowest compared OMol25 entry of this formula, charge and spin) ... 115.5 kcal/mol
Molar mass ... 140.27 g/mol



ORCA calculation (ωB97M-V with the def2-TZVPD basis set) on a cluster of 2 separate species, C25H34N2O6PS2 in total.

Atoms and positions in Å:
C: 4.6130 -1.1163 1.9115
C: 4.4906 0.3790 1.6265
O: 5.7661 0.9857 2.0234
C: 4.3069 0.7563 0.1515
C: 2.9411 0.3478 -0.5019
C: 2.3332 1.6576 -1.0880
C: 1.0016 1.4027 -1.8251
C: -0.1297 2.4318 -1.5801
S: -0.5021 2.7747 0.1620
C: -1.8924 1.6756 0.5235
S: -3.3642 2.0511 -0.0647
N: -1.5453 0.5578 1.2888
C: -2.5845 -0.4540 1.3574
C: -3.7344 -0.3618 2.1239
C: -4.6080 -1.4202 2.1136
C: -4.3759 -2.5713 1.3923
C: -3.2349 -2.6580 0.6166
C: -2.3576 -1.5891 0.6229
C: -1.1394 0.9048 2.6334
C: -1.4036 2.1081 3.2481
C: -0.9179 2.3128 4.5279
C: -0.1906 1.3715 5.2011
C: 0.0721 0.1492 4.5792
C: -0.4053 -0.0507 3.3143
N: 3.1557 -0.5243 -1.7062
P: 3.8337 -2.0489 -1.3622
O: 3.2984 -3.0527 -2.5857
O: 5.5014 -1.9143 -1.5693
C: 1.8962 -0.2088 0.5086
O: 1.5092 0.6220 1.3719
O: 1.4548 -1.3809 0.4338
H: 5.4633 -1.5900 1.4075
H: 4.7253 -1.2244 3.0049
H: 3.7030 -1.6767 1.6633
H: 3.7472 0.8381 2.2827
H: 6.2089 0.3216 2.5601
H: 5.1800 0.3866 -0.4012
H: 4.3919 1.8529 0.1171
H: 2.2516 2.4412 -0.3292
H: 3.0618 2.0390 -1.8275
H: 1.2166 1.4557 -2.9041
H: 0.5956 0.4002 -1.6466
H: 0.0716 3.3602 -2.1271
H: -1.0358 2.0056 -2.0359
H: -3.9035 0.5399 2.7050
H: -5.5280 -1.3899 2.6968
H: -5.0619 -3.4145 1.4164
H: -2.9701 -3.5295 0.0247
H: -1.4427 -1.6569 0.0321
H: -1.9551 2.8843 2.7225
H: -1.0870 3.2612 5.0374
H: 0.2182 1.5395 6.1948
H: 0.6564 -0.6341 5.0524
H: -0.1687 -0.9893 2.8161
H: 3.8577 -0.0325 -2.2696
H: 3.1885 -3.9123 -2.1689
H: 5.8495 -2.6593 -1.0685
C: -4.4191 -0.5240 -4.4480
C: -3.4601 -1.2087 -3.4868
C: -2.1604 -0.4731 -3.7664
O: -2.5159 0.8611 -4.1607
C: -3.9255 0.9136 -4.4089
H: -5.4676 -0.6208 -4.1667
H: -4.2958 -0.9353 -5.4541
H: -3.7757 -1.0307 -2.4553
H: -3.3800 -2.2851 -3.6371
H: -1.6109 -0.9333 -4.5949
H: -1.5065 -0.4354 -2.8937
H: -4.3917 1.4704 -3.5887
H: -4.1135 1.4475 -5.3423

Computed properties:
Frontier orbital gap ... 0.263 Eh
Charge ... -1
Molar mass ... 553.66 g/mol